1.
An isolated ion of composition C3H2FN2O and charge +1. Source: the OMol25 dataset; level of theory: the ωB97M-V functional and the def2-TZVPD basis.

Computed properties:
Energy relative to the best compared isomer or geometry (same formula, charge and spin)   157.37 kJ/mol
2S+1   1
LUMO energy (alpha / beta)   -0.26448 / -0.26449 Eh
Charge   +1

```
9
C3H2FN2O | the OMol25 dataset | the ωB97M-V functional and the def2-TZVPD basis
C -0.2408 0.5694 -0.4138
C 0.4668 1.4931 -2.2122
C 1.6873 -0.3725 -1.3707
N -0.3303 1.5968 -1.2345
N 0.9154 -0.1185 -0.2834
O 1.3683 0.4052 -2.3136
F 0.8059 2.4845 -2.9445
H -1.1366 0.4118 0.1440
H 1.0946 -0.5927 0.5714
```


2.
A 3-piece molecular cluster, C5H13NO2 overall. Source: the OMol25 dataset; level of theory: the ωB97M-V functional and the def2-TZVPD basis.

Computed properties:
Energy relative to the best compared isomer or geometry (same formula, charge and spin)   258.48 kJ/mol
2S+1   1
SMILES string   C=CCNC=C.O.O
LUMO energy   0.02708 Eh
Charge   0

```
21
C5H13NO2 | the OMol25 dataset | the ωB97M-V functional and the def2-TZVPD basis
C -2.3745 -0.7193 -0.2008
C -1.3285 -1.5452 -0.1574
C -0.2992 -1.6563 -1.2308
N 0.8436 -0.7355 -1.0932
C 0.5658 0.5814 -1.4558
C 1.1052 1.7082 -0.9637
H -3.1258 -0.6080 0.5687
H -2.5199 -0.0647 -1.0585
H -1.1264 -1.9671 0.8265
H 0.1096 -2.6740 -1.2448
H -0.7684 -1.5604 -2.2095
H 1.0972 -0.8194 -0.1101
H 0.0279 0.6578 -2.3950
H 1.8700 1.8421 -0.2130
H 0.8327 2.5991 -1.5142
O 1.8698 -0.3445 1.7376
H 1.5077 0.5358 1.9095
H 2.7628 -0.3377 2.0132
O -0.6562 2.0388 2.2542
H -1.5946 2.1185 2.2863
H -0.3293 1.5938 1.4635
```


3.
A 5-piece molecular cluster, C3H16O4S overall. Source: the OMol25 dataset; level of theory: the ωB97M-V functional and the def2-TZVPD basis.

Computed properties:
Energy relative to the best compared isomer or geometry (same formula, charge and spin)   185.60 kJ/mol
2S+1   1
SMILES string   CCCS.O.O.O.O
LUMO energy   0.01366 Eh
Charge   0

```
24
C3H16O4S | the OMol25 dataset | the ωB97M-V functional and the def2-TZVPD basis
C -2.7239 -1.7888 -3.7546
C -2.7382 -0.8470 -2.4904
C -1.3971 -0.9072 -1.7833
S -1.1746 0.2559 -0.4251
H -3.5625 -1.4495 -4.4111
H -2.6425 -2.7914 -3.3454
H -1.6916 -1.4642 -4.1861
H -3.1303 0.1729 -2.6002
H -3.5261 -1.3421 -1.7951
H -0.6800 -0.6870 -2.5984
H -1.1849 -1.8747 -1.4600
H -1.3525 -0.5378 0.6135
O 2.9685 -0.2380 1.3364
H 2.8199 0.4454 0.7114
H 2.6473 0.3375 2.0705
O 3.9911 0.9609 3.5932
H 4.8903 0.8938 3.1735
H 3.8182 1.8804 3.3916
O 0.0420 0.4890 2.4512
H 0.6556 -0.1300 2.8165
H -0.8746 0.2040 2.5754
O 1.9835 2.6611 1.9382
H 1.7996 3.6165 2.1565
H 1.0630 2.1404 2.0216
```


4.
C11H16Cl4GeHgO2PS2 as an isolated structure. Source: the OMol25 dataset; level of theory: the ωB97M-V functional and the def2-TZVPD basis.

Computed properties:
Energy relative to the best compared isomer or geometry (same formula, charge and spin)   125.29 kJ/mol
⟨S²⟩   0.76
2S+1   2
LUMO energy (alpha / beta)   0.16292 / 0.16293 Eh
Charge   -2

```
38
C11H16Cl4GeHgO2PS2 | the OMol25 dataset | the ωB97M-V functional and the def2-TZVPD basis
Hg -0.0936 -0.6571 -0.6890
C -4.2823 -3.3240 1.8356
C -2.8151 -3.6043 2.1106
O -2.1849 -2.4347 2.5987
P -0.8365 -1.8458 1.9399
S -0.1938 -0.5024 3.2591
S -1.4398 -2.6141 -0.6439
O 0.0782 -3.2057 2.1545
C 1.4001 -3.2264 1.6870
C 1.8317 -4.6741 1.4908
H -4.8068 -4.2551 1.6296
H -4.3715 -2.6679 0.9747
H -4.7383 -2.8314 2.6906
H -2.3282 -3.9402 1.1886
H -2.7027 -4.3808 2.8778
H 2.0490 -2.7136 2.4124
H 1.4715 -2.6834 0.7289
H 1.7099 -5.2261 2.4215
H 2.8735 -4.7199 1.1784
H 1.2145 -5.1344 0.7227
Cl -0.9583 4.2978 -0.0897
Ge -1.5090 2.2193 -0.8854
Cl -3.7762 2.4862 -0.7449
Cl -1.3142 2.7480 -3.1097
Cl 2.4810 4.4254 -4.8711
C 2.4592 3.1518 -3.6936
C 2.2083 3.4486 -2.3658
C 2.1521 2.4257 -1.4446
C 2.3557 1.0892 -1.8179
C 2.2125 0.0153 -0.8430
C 2.6575 0.8352 -3.1633
C 2.6954 1.8500 -4.0974
H 2.0338 4.4665 -2.0533
H 1.9309 2.6584 -0.4107
H 2.4420 0.3441 0.1748
H 2.8014 -0.8704 -1.0981
H 2.8387 -0.1839 -3.4877
H 2.8871 1.6340 -5.1396
```


5.
A 2-piece molecular cluster, CH4FOP overall. Source: the OMol25 dataset; level of theory: the ωB97M-V functional and the def2-TZVPD basis.

Computed properties:
Energy relative to the best compared isomer or geometry (same formula, charge and spin)   368.82 kJ/mol
2S+1   1
LUMO energy   -0.01873 Eh
Charge   0

```
8
CH4FOP | the OMol25 dataset | the ωB97M-V functional and the def2-TZVPD basis
C -0.4226 0.2484 0.1200
O -0.5812 1.4967 0.6507
F 1.9873 -0.3296 -1.0783
P 1.3331 -0.4040 0.4603
H -1.0313 -0.6064 0.5698
H -0.5142 0.1645 -1.0919
H -1.4142 1.8846 0.2369
H 0.6431 -2.4542 0.1325
```


6.
A 2-piece molecular cluster, C3H4NO6S overall. Source: the OMol25 dataset; level of theory: the ωB97M-V functional and the def2-TZVPD basis.

Computed properties:
Energy relative to the best compared isomer or geometry (same formula, charge and spin)   77.70 kJ/mol
2S+1   1
LUMO energy   0.12269 Eh
Charge   -1

```
15
C3H4NO6S | the OMol25 dataset | the ωB97M-V functional and the def2-TZVPD basis
C -0.6596 -1.7800 -0.6961
C 0.7673 1.3196 -1.4027
C 0.2981 -0.3855 0.7936
N -0.1383 -0.8395 1.9861
O -1.2616 -2.5061 -0.0013
O -0.2433 -1.4022 -1.7158
O 0.5703 -1.7257 2.5090
O -1.2033 -0.5423 2.4610
O -1.7032 1.0834 -0.4274
O 0.0064 2.1692 1.0227
S -0.3489 1.1056 0.1161
H 1.3573 0.4721 -1.5498
H 0.0151 1.3355 -2.2480
H 1.1853 2.2002 -1.3621
H 1.3584 -0.5044 0.5146
```


7.
An isolated ion of composition C11H16NO and charge +1. Source: the OMol25 dataset; level of theory: the ωB97M-V functional and the def2-TZVPD basis.

Computed properties:
Energy relative to the best compared isomer or geometry (same formula, charge and spin)   248.82 kJ/mol
2S+1   1
SMILES string   C[N@@H+]1CCC[C@@]1(O)c1ccccc1
LUMO energy   -0.09924 Eh
Charge   +1

```
29
C11H16NO | the OMol25 dataset | the ωB97M-V functional and the def2-TZVPD basis
C 1.4194 1.5840 1.2667
N 0.1641 1.3749 0.6024
C -0.8652 2.2167 1.2102
C -2.2214 1.5674 0.7378
C -1.9106 -0.0524 0.6007
C -0.3874 -0.1673 0.6797
O 0.1002 -0.5352 1.9373
C 0.2635 -0.9673 -0.4357
C 0.0020 -0.6793 -1.8452
C 0.5271 -1.4170 -2.9156
C 1.3686 -2.4819 -2.5778
C 1.8991 -2.6235 -1.2776
C 1.3135 -1.8121 -0.2635
H 1.2804 1.3487 2.2821
H 2.1343 0.9667 0.7721
H 1.7136 2.6109 1.0444
H 0.5238 1.4322 -0.3393
H -0.8476 3.2535 1.1676
H -0.9147 1.9871 2.2656
H -2.5446 1.7684 -0.2335
H -3.0471 1.6891 1.4306
H -2.6101 -0.5945 1.3201
H -2.2654 -0.3313 -0.3196
H -0.5137 -0.4012 2.5973
H -0.7634 0.0439 -2.1589
H 0.1358 -1.2662 -3.8778
H 1.7645 -3.0963 -3.3190
H 2.7487 -3.2459 -1.1519
H 1.5328 -2.1723 0.8007
```


Number 1: E -399.7337 a.u.. Number 2: E -403.4782 a.u.. Number 3: E -822.9902 a.u.. Number 4: E -5788.3081 a.u.. Number 5: E -556.8551 a.u.. Number 6: E -1021.0433 a.u.. Number 7: E -558.4418 a.u..